Record 1
A molecular structure, C11H14CaN2OP. Source: the Open Molecules 2025 dataset; level of theory: ωB97M-V/def2-TZVPD.

Element x y z (Å)
C (-0.44892, 0.84022, -3.13527)
C (0.41198, 0.81601, -4.24458)
C (1.36933, 1.86666, -4.13161)
C (1.13708, 2.59641, -2.92917)
C (0.04210, 2.04157, -2.24516)
Ca (-2.56699, 0.59083, -0.23512)
P (-3.78213, -1.37760, -1.71570)
H (-1.29672, 0.18038, -2.92528)
H (0.35587, 0.10471, -5.06847)
H (2.15345, 2.08136, -4.85426)
H (-0.39918, 2.37378, -1.29939)
H (1.71922, 3.45361, -2.59045)
H (-3.08853, -2.56573, -2.14510)
H (-4.34626, -1.03795, -3.00040)
H (-4.95019, -2.04625, -1.20123)
N (3.13851, -1.15636, 3.98120)
C (1.78238, -1.20150, 4.21405)
O (1.31269, -1.61802, 5.26650)
C (0.90680, -0.77774, 3.07065)
C (1.37758, -0.63775, 1.75507)
C (0.50141, -0.24868, 0.74959)
N (-0.81620, -0.01803, 1.02181)
C (-1.29508, -0.17517, 2.29415)
C (-0.45556, -0.56715, 3.32539)
H (3.72077, -1.32755, 4.78747)
H (3.52337, -0.54822, 3.27401)
H (2.41695, -0.84006, 1.49223)
H (0.80801, -0.10961, -0.28927)
H (-2.36627, 0.02032, 2.45226)
H (-0.86547, -0.71247, 4.32608)

Summary:
Largest force on an atom   3.76 eV/A
HOMO energy (alpha / beta)   -2.2464 / -2.1851 eV
Frontier orbital gap (alpha / beta)   4.49 / 4.78 eV
Energy relative to the best compared isomer or geometry (same formula, charge and spin)   99.74 kJ/mol
Charge   -1
Calculated total energy   -1631.1809 Ha

=====

Record 2
A molecular structure, C6H13NO. Source: the Open Molecules 2025 dataset; level of theory: ωB97M-V/def2-TZVPD.

Element x y z (Å)
C (0.95646, -0.31165, 0.78653)
C (-0.74596, 0.94736, -2.86345)
C (0.92817, 1.20915, 0.87867)
C (0.88537, -0.93731, 2.17196)
C (-0.51669, -1.26503, 0.01835)
N (-1.71648, -1.08399, 0.62733)
C (-0.19208, -0.47279, -1.04476)
O (-1.09562, 0.40301, -1.59568)
H (1.84311, -0.66880, 0.26674)
H (-2.18374, -0.18893, 0.69912)
H (-2.26761, -1.87029, 0.92467)
H (0.72972, -0.59997, -1.60033)
H (0.19006, 1.51130, -2.80113)
H (-0.63764, 0.15765, -3.61380)
H (-1.55738, 1.61217, -3.15324)
H (1.61858, 1.56424, 1.64924)
H (0.98322, -2.01940, 2.11618)
H (1.69334, -0.53961, 2.79609)
H (1.22201, 1.69395, -0.05253)
H (-0.07530, 1.56060, 1.13026)
H (-0.06154, -0.70166, 2.65979)

Summary:
Largest force on an atom   2.84 eV/A
HOMO energy   -7.7838 eV
Frontier orbital gap   8.71 eV
Energy relative to the best compared isomer or geometry (same formula, charge and spin)   437.96 kJ/mol
Calculated total energy   -366.2671 Ha

=====

Record 3
A gas-phase ion, C6H9N2O4 (charge +1). Source: the Open Molecules 2025 dataset; level of theory: ωB97M-V/def2-TZVPD.

Element x y z (Å)
C (-2.51752, 1.22788, 0.25859)
C (-1.35737, -0.49011, -0.49964)
C (1.99131, 1.21398, -0.48787)
C (-2.78905, -0.78468, -0.66502)
C (2.17415, 0.77124, 0.95065)
C (0.00512, 1.62926, 0.78018)
N (-1.31524, 0.44543, 0.50836)
N (0.61154, 1.58273, -0.57519)
O (-2.62570, 2.42065, 0.49615)
O (-0.09595, 1.40186, -1.60221)
O (-3.35547, 0.53258, -0.48430)
O (0.88188, 1.03555, 1.57309)
H (-0.56400, -1.33712, -0.42460)
H (-1.01439, 0.28306, -1.41224)
H (2.54552, 1.98226, -1.02770)
H (2.22596, 0.26544, -1.06444)
H (-3.26457, -1.13582, -1.58901)
H (-3.13543, -1.60201, -0.00721)
H (2.36933, -0.27750, 1.14853)
H (2.84912, 1.27783, 1.61720)
H (-0.64352, 2.38406, 1.22613)

Summary:
Largest force on an atom   3.60 eV/A
HOMO energy (alpha / beta)   -14.3871 / -14.5893 eV
Structure (SMILES)   O=C1OCCN1[C@H]1OCC[N+]1=O
Frontier orbital gap (alpha / beta)   7.27 / 8.06 eV
Energy relative to the best compared isomer or geometry (same formula, charge and spin)   422.25 kJ/mol
Charge   +1
Calculated total energy   -644.0347 Ha

=====

Record 4
3 unconnected molecules or ions with the total composition C30H68FN10O7P2S3. Source: the Open Molecules 2025 dataset; level of theory: ωB97M-V/def2-TZVPD.

Element x y z (Å)
O (3.01801, 2.32075, 1.21132)
C (3.32419, 2.16742, 0.05880)
O (4.08913, 2.99592, -0.67618)
C (5.26747, 3.49746, -0.01782)
C (6.26970, 2.40800, 0.32816)
C (7.13211, 2.01120, -0.89723)
C (7.43100, 0.51873, -0.99704)
C (6.16014, -0.34294, -1.16319)
C (6.01235, -0.89348, -2.56979)
N (4.77232, -1.64122, -2.76386)
C (3.61624, -0.72272, -2.63292)
C (2.45271, -1.04280, -3.57540)
C (1.67140, 0.24482, -3.90650)
C (0.55808, 0.54568, -2.88012)
C (-0.83838, 0.20458, -3.38934)
C (-1.87854, 0.37610, -2.26575)
C (-3.30374, 0.27112, -2.83339)
S (-3.88557, -1.44745, -2.82972)
C (-4.99980, -1.36080, -1.50170)
N (-5.36276, -0.31139, -0.85312)
N (-6.24280, -0.73538, 0.12284)
C (-6.33474, -2.00339, 0.00319)
O (-5.58195, -2.47003, -1.01268)
C (4.70247, -2.73978, -1.82218)
S (4.81195, -4.34434, -2.65013)
O (4.60980, -5.30565, -1.61696)
O (6.04887, -4.41985, -3.34636)
F (3.59632, -4.35927, -3.59858)
C (5.81945, -2.82469, -0.77143)
N (6.13831, -1.49812, -0.15141)
S (5.08206, -1.16384, 1.25282)
H (2.97653, 1.29266, -0.51817)
H (5.02388, 4.10522, 0.85287)
H (5.72914, 4.18253, -0.72770)
H (6.92519, 2.78941, 1.11044)
H (5.76787, 1.53110, 0.74188)
H (8.08752, 2.52214, -0.77213)
H (6.69082, 2.41027, -1.81206)
H (8.07170, 0.16991, -0.18259)
H (8.01049, 0.35887, -1.91176)
H (5.32910, 0.30510, -0.89556)
H (6.87092, -1.51603, -2.83621)
H (6.06198, -0.04010, -3.24509)
H (3.26349, -0.71609, -1.59088)
H (3.94379, 0.29874, -2.83318)
H (2.81120, -1.52375, -4.48200)
H (1.73948, -1.67235, -3.03683)
H (2.33372, 1.11354, -3.93164)
H (1.23740, 0.15906, -4.90284)
H (0.56499, 1.62030, -2.67705)
H (0.74831, 0.04300, -1.92594)
H (-0.87260, -0.82823, -3.75134)
H (-1.13268, 0.88115, -4.19370)
H (-1.70814, 1.36418, -1.83457)
H (-1.73195, -0.42074, -1.53722)
H (-3.30608, 0.60979, -3.86824)
H (-4.00592, 0.87038, -2.26216)
H (-6.95769, -2.60415, 0.64106)
H (3.72930, -2.75230, -1.32309)
H (5.54284, -3.53700, -0.00111)
H (6.72490, -3.20181, -1.24999)
H (7.06674, -1.58115, 0.26622)
H (4.07055, -0.53653, 0.63062)
O (7.34519, 1.82062, 5.04790)
P (6.30949, 1.41080, 6.03379)
N (6.23315, -0.28168, 5.82102)
C (5.02858, -1.08309, 5.80104)
C (7.48560, -1.01134, 5.98197)
N (4.92792, 2.18860, 5.39467)
C (3.60054, 1.60693, 5.34580)
C (5.13151, 3.06121, 4.24598)
N (5.67096, 1.47337, 7.62021)
C (5.63250, 2.86203, 8.15363)
C (6.37636, 0.65694, 8.63123)
H (4.36144, -0.93770, 6.65791)
H (5.26886, -2.14623, 5.78953)
H (4.45981, -0.88531, 4.88817)
H (7.80088, -1.10484, 7.02871)
H (8.28994, -0.50877, 5.44224)
H (7.40449, -2.01769, 5.57066)
H (3.47246, 0.94500, 4.47898)
H (2.85104, 2.39810, 5.26137)
H (3.36258, 1.05856, 6.25466)
H (5.25582, 2.49664, 3.31011)
H (6.00448, 3.69254, 4.38204)
H (4.26920, 3.72176, 4.13402)
H (6.63432, 3.28805, 8.25753)
H (5.15292, 2.86218, 9.13141)
H (5.05022, 3.50789, 7.50270)
H (7.44676, 0.87354, 8.68182)
H (6.24106, -0.40558, 8.43756)
H (5.94248, 0.84948, 9.61083)
O (-11.09746, 1.15953, -4.35428)
P (-11.06108, 0.17632, -3.24249)
N (-10.92949, -1.32201, -4.04716)
C (-11.61729, -2.54459, -3.68459)
C (-9.80814, -1.46497, -4.96509)
N (-12.60455, 0.39536, -2.55313)
C (-13.44492, -0.67634, -2.05478)
C (-13.42949, 1.46506, -3.10573)
N (-10.40733, -0.32205, -1.73298)
C (-10.32571, 0.80522, -0.76762)
C (-9.06022, -0.91921, -1.78724)
H (-11.49795, -2.81838, -2.62909)
H (-11.23132, -3.38052, -4.26727)
H (-12.68450, -2.48611, -3.90404)
H (-8.84269, -1.59174, -4.45414)
H (-9.72709, -0.58507, -5.60505)
H (-9.95104, -2.32270, -5.62146)
H (-14.01034, -1.16331, -2.85794)
H (-14.17163, -0.27612, -1.34190)
H (-12.87036, -1.42592, -1.51443)
H (-13.88617, 1.18811, -4.06289)
H (-12.84945, 2.37018, -3.25549)
H (-14.22746, 1.70665, -2.39981)
H (-9.64364, 1.58952, -1.10981)
H (-9.97151, 0.43692, 0.19505)
H (-11.30602, 1.24648, -0.61106)
H (-8.33499, -0.27419, -2.29394)
H (-9.07617, -1.88810, -2.28630)
H (-8.70511, -1.10177, -0.77719)

Summary:
Largest force on an atom   5.29 eV/A
HOMO energy   -9.2612 eV
Frontier orbital gap   5.46 eV
Energy relative to the best compared isomer or geometry (same formula, charge and spin)   0.00 kJ/mol
Charge   +1
Calculated total energy   -4234.9297 Ha

=====

Record 5
2 unconnected molecules or ions with the total composition C4H5N2O2S3. Source: the Open Molecules 2025 dataset; level of theory: ωB97M-V/def2-TZVPD.

Element x y z (Å)
C (0.17761, -0.81321, 0.28149)
C (1.02279, -0.95316, -0.81131)
C (0.82200, -1.86583, -1.97402)
C (1.79984, 0.64721, 0.73147)
N (0.68677, 0.11304, 1.14910)
N (1.93140, 0.02856, -0.83956)
O (1.73076, -1.81350, -2.97864)
O (-0.07443, -2.66522, -1.97973)
S (-3.18557, 1.07438, 0.95989)
S (0.01059, 0.48110, 2.66009)
S (3.03909, 0.60497, -1.97230)
H (-0.49090, -1.48597, 0.50796)
H (2.15867, 1.66516, 0.90364)
H (-4.31800, 0.80307, 1.78676)
H (-2.16713, 0.96306, 1.81810)
H (2.17669, -0.86950, -2.90617)

Summary:
Largest force on an atom   6.32 eV/A
HOMO energy (alpha / beta)   -4.2624 / -4.2618 eV
Frontier orbital gap (alpha / beta)   7.26 / 7.26 eV
Energy relative to the best compared isomer or geometry (same formula, charge and spin)   55.60 kJ/mol
Charge   -1
Calculated total energy   -1609.9781 Ha

=====

energy relative to the best compared isomer or geometry (same formula, charge and spin) of number 4 (C30H68FN10O7P2S3)?
0.00 kJ/mol